1.
{"formula": "C22H41Cl8FO18", "method": "wB97M-V/def2-TZVPD", "elements": ["O", "C", "O", "C", "C", "F", "O", "H", "H", "H", "C", "O", "C", "O", "O", "C", "H", "H", "H", "H", "H", "H", "C", "O", "C", "O", "O", "C", "H", "H", "H", "H", "H", "H", "C", "O", "C", "O", "O", "C", "H", "H", "H", "H", "H", "H", "C", "O", "C", "O", "O", "C", "H", "H", "H", "H", "H", "H", "C", "O", "C", "O", "O", "C", "H", "H", "H", "H", "H", "H", "Cl", "C", "Cl", "H", "H", "Cl", "C", "Cl", "H", "H", "Cl", "C", "Cl", "H", "H", "Cl", "C", "Cl", "H", "H"], "coordinates": [[-15.18475, 0.66289, 8.08758], [-14.13800, 0.12278, 7.97585], [-13.86312, -0.88328, 7.10999], [-12.64181, -1.47792, 7.56015], [-11.93553, -0.25767, 8.10601], [-11.33292, 0.45282, 7.09718], [-12.99729, 0.48599, 8.63176], [-12.83073, -2.19843, 8.35174], [-12.04954, -1.91907, 6.76435], [-11.17730, -0.43119, 8.86468], [-14.76516, -1.67326, 11.15378], [-15.80604, -2.48952, 11.67605], [-15.41056, -3.33010, 12.63299], [-14.30677, -3.38679, 13.10630], [-16.44333, -4.09450, 12.96244], [-16.12959, -5.21877, 13.78173], [-14.28393, -1.10167, 11.94791], [-15.19013, -0.96779, 10.44587], [-14.00016, -2.29638, 10.68542], [-15.64812, -4.88474, 14.70010], [-15.49244, -5.90389, 13.22636], [-17.06121, -5.70729, 14.04702], [-17.62672, -1.78382, 7.46390], [-18.84772, -2.05740, 8.15817], [-19.36089, -1.05703, 8.85880], [-18.86061, 0.02785, 9.02918], [-20.55659, -1.43133, 9.30303], [-21.09462, -0.62988, 10.35317], [-17.89666, -1.40097, 6.47593], [-17.19874, -2.77053, 7.31900], [-16.89809, -1.12243, 7.92059], [-20.32592, -0.40607, 11.09190], [-21.85403, -1.23347, 10.83925], [-21.49945, 0.28695, 9.93292], [-12.21793, 5.16395, 10.11623], [-12.55092, 4.04703, 9.30024], [-13.12637, 4.36268, 8.13790], [-13.52502, 5.44385, 7.81110], [-13.21863, 3.24564, 7.42040], [-13.97481, 3.27875, 6.21022], [-11.53415, 5.84271, 9.60911], [-11.78105, 4.77688, 11.03202], [-13.10666, 5.73475, 10.39514], [-14.22333, 4.29060, 5.89734], [-14.91296, 2.76178, 6.41051], [-13.37493, 2.76959, 5.46125], [-13.57272, -4.42373, 4.87350], [-14.83419, -3.86358, 4.54796], [-15.65887, -4.63578, 3.83074], [-15.45074, -5.77690, 3.53878], [-16.77727, -4.00596, 3.48582], [-16.98293, -2.63540, 3.88003], [-12.95173, -3.61913, 5.24921], [-13.08932, -4.87047, 4.00117], [-13.66846, -5.23555, 5.59624], [-16.43218, -1.95198, 3.24129], [-16.66035, -2.53227, 4.91405], [-18.05758, -2.49860, 3.83739], [-9.37349, -3.47790, 4.57978], [-9.40383, -3.21280, 5.97800], [-10.10972, -4.07377, 6.70474], [-10.61119, -5.09049, 6.30554], [-10.10852, -3.63480, 7.96187], [-10.90909, -4.33034, 8.89845], [-8.81569, -4.38647, 4.36491], [-8.94977, -2.60650, 4.09341], [-10.38390, -3.60888, 4.18999], [-10.41450, -5.21379, 9.30291], [-11.89213, -4.61639, 8.52553], [-11.06173, -3.66237, 9.74605], [-8.84598, 0.02485, 10.31257], [-9.25369, 1.01578, 11.71552], [-10.82696, 1.79255, 11.51511], [-9.27795, 0.38690, 12.59660], [-8.50032, 1.78746, 11.81791], [-14.89535, -3.84772, 8.29034], [-15.55623, -5.22363, 7.40142], [-17.02530, -5.83720, 8.13726], [-15.80771, -4.94220, 6.38239], [-14.79337, -5.99435, 7.36398], [-17.04344, 1.21655, 5.12749], [-18.09200, 1.66777, 6.48725], [-18.37845, 3.43851, 6.45528], [-19.07008, 1.23210, 6.35475], [-17.55280, 1.42107, 7.38971], [-7.99110, 3.37628, 8.59441], [-9.06475, 2.53605, 7.48408], [-10.13942, 3.68098, 6.62027], [-8.55477, 2.01416, 6.68675], [-9.68610, 1.88976, 8.08561]], "lowdin_charge": [0.164, -0.547, 0.064, -0.086, -0.299, 0.056, 0.125, 0.075, 0.131, 0.119, -0.050, 0.007, -0.625, 0.125, 0.007, -0.035, 0.104, 0.090, 0.071, 0.096, 0.100, 0.093, -0.039, 0.024, -0.614, 0.115, 0.006, -0.034, 0.074, 0.043, 0.077, 0.098, 0.093, 0.097, -0.051, -0.025, -0.650, 0.130, -0.054, -0.027, 0.100, 0.072, 0.098, 0.096, 0.053, 0.096, -0.042, -0.049, -0.633, 0.149, 0.018, -0.020, 0.080, 0.109, 0.082, 0.100, 0.068, 0.101, -0.030, 0.005, -0.631, 0.133, -0.004, -0.048, 0.103, 0.097, 0.087, 0.103, 0.073, 0.095, 0.538, -1.000, 0.548, 0.027, 0.024, 0.640, -1.011, 0.573, 0.005, 0.033, 0.520, -0.993, 0.498, 0.022, -0.007, 0.517, -1.004, 0.561, 0.029, -0.028], "lumo_ev": 0.23, "max_force_ha_per_bohr": 0.0238, "homo_ha": -0.388, "smiles": "O=C1OC[C@@H](F)O1.COC(=O)OC.COC(=O)OC.COC(=O)OC.COC(=O)OC.COC(=O)OC.ClCCl.ClCCl.ClCCl.ClCCl"}



2.
{"formula": "CN5O2", "method": "wB97M-V/def2-TZVPD", "elements": ["C", "N", "N", "N", "N", "N", "O", "O"], "coordinates": [[-1.00565, -0.33394, -0.38201], [1.90742, -0.52118, -0.12213], [1.75541, 0.57022, 0.27576], [-1.24661, -1.16189, -1.15698], [2.08930, -1.55546, -0.48521], [-1.04776, 0.72659, 0.43354], [-1.15201, 0.47100, 1.67240], [-1.30008, 1.80467, -0.23538]], "nbo_charge": [0.379, 0.165, -0.543, -0.278, -0.400, 0.397, -0.348, -0.373], "lumo_ev": [2.11, 1.75], "relative_energy_kcal_mol": 150.3, "charge": -1, "max_force_ha_per_bohr": 0.1183, "homo_ha": [-0.138, -0.124]}



3.
{"formula": "C51H88As3Ge2N2O6P2RbS2", "method": "wB97M-V/def2-TZVPD", "elements": ["Rb", "C", "As", "C", "C", "C", "C", "C", "As", "C", "C", "C", "As", "C", "C", "H", "H", "H", "H", "H", "H", "H", "H", "H", "H", "H", "H", "H", "H", "H", "H", "H", "H", "H", "H", "H", "H", "H", "H", "H", "H", "H", "C", "C", "N", "O", "C", "C", "N", "O", "H", "H", "H", "H", "H", "H", "H", "C", "C", "Ge", "C", "C", "C", "C", "Ge", "C", "C", "C", "C", "C", "C", "C", "C", "C", "C", "H", "H", "H", "H", "H", "H", "H", "H", "H", "H", "H", "H", "H", "H", "H", "H", "H", "H", "H", "H", "H", "H", "H", "H", "H", "H", "S", "P", "S", "C", "C", "C", "C", "C", "C", "C", "C", "C", "C", "C", "C", "H", "H", "H", "H", "H", "H", "H", "H", "H", "H", "C", "C", "C", "C", "O", "P", "O", "O", "O", "C", "C", "C", "C", "H", "H", "H", "H", "H", "H", "H", "H", "H", "H", "H", "H", "H", "H", "H", "H", "H", "H"], "coordinates": [[0.67031, -0.38089, -0.46766], [-1.37333, -0.25000, 4.22403], [-0.85035, -1.54000, 2.85494], [-2.50561, -2.60920, 3.06127], [0.33646, -2.53125, 4.10670], [1.04310, -3.86044, 3.75725], [1.36529, -4.53001, 5.10410], [2.38581, -3.62259, 3.04804], [2.46977, -2.58428, 1.35119], [4.41415, -2.42558, 1.40293], [2.45869, -4.09575, 0.08176], [0.10511, -4.75621, 2.92952], [0.23534, -6.72132, 3.09515], [1.68054, -7.16688, 1.84334], [-1.22800, -7.06210, 1.82480], [-1.40843, -0.74344, 5.19764], [-2.36188, 0.14209, 3.98517], [-0.66667, 0.57432, 4.25863], [-2.62071, -2.95799, 4.09088], [-2.54417, -3.45696, 2.37862], [-3.33875, -1.94495, 2.82514], [-0.29514, -2.69199, 4.98688], [1.08779, -1.78724, 4.39181], [1.91966, -3.83373, 5.73706], [1.97604, -5.42725, 4.97186], [0.45220, -4.82001, 5.63157], [2.88865, -4.58065, 2.87212], [3.02813, -3.05608, 3.73041], [4.87235, -3.40563, 1.56192], [4.68037, -1.72821, 2.19408], [4.74554, -1.98665, 0.46445], [3.11660, -4.89840, 0.41948], [2.79707, -3.70240, -0.87703], [1.44911, -4.48074, -0.06772], [0.15097, -4.48779, 1.86961], [-0.92408, -4.58349, 3.25104], [2.64892, -6.92681, 2.28071], [1.57374, -6.62924, 0.90434], [1.64310, -8.24090, 1.65441], [-2.17964, -6.79188, 2.28250], [-1.25212, -8.12217, 1.57105], [-1.09255, -6.47772, 0.91305], [3.01827, 3.88507, -2.12313], [2.76496, 2.51206, -1.56149], [1.86561, 1.74781, -2.06208], [1.15264, 2.33565, -3.12442], [3.56182, 2.01692, -0.43483], [4.88853, 2.62730, -0.08747], [3.07741, 0.98040, 0.19930], [3.77585, 0.42844, 1.13500], [2.07603, 4.42677, -2.21274], [3.43698, 3.81459, -3.13041], [3.70172, 4.44717, -1.49092], [0.69051, 1.54033, -3.45383], [5.50079, 2.82608, -0.97332], [5.40751, 1.91480, 0.55475], [4.79375, 3.56732, 0.46875], [-4.09006, -0.51997, -4.12237], [-3.12861, -1.04844, -3.06168], [-3.66213, -0.62940, -1.19668], [-3.85086, -2.35516, -0.26336], [-4.75858, -3.28940, -1.06748], [-5.34103, 0.42312, -1.22154], [-4.96454, 1.70739, -1.07008], [-3.03684, 1.66071, -0.53589], [-1.92857, 2.83447, -1.64259], [-2.00362, 2.54193, -3.13675], [-2.87833, 2.11979, 1.36086], [-3.93026, 1.44594, 2.23552], [-5.85597, 2.87047, -1.21823], [-6.66308, 3.01057, -2.34928], [-7.49780, 4.10944, -2.49544], [-7.54109, 5.09005, -1.51443], [-6.73522, 4.96764, -0.38936], [-5.89525, 3.87461, -0.24748], [-3.72318, -0.73792, -5.12903], [-4.21420, 0.56149, -4.04547], [-5.08534, -0.96332, -4.02227], [-2.12492, -0.65686, -3.23452], [-3.03338, -2.13445, -3.14997], [-4.29335, -2.16556, 0.71642], [-2.87601, -2.81492, -0.08580], [-5.71504, -2.81252, -1.29848], [-4.97634, -4.20689, -0.51357], [-4.30202, -3.58137, -2.01447], [-6.39057, 0.13992, -1.32008], [-0.89824, 2.83650, -1.27897], [-2.33286, 3.83145, -1.42768], [-1.67173, 1.53036, -3.37114], [-1.36678, 3.22900, -3.69495], [-3.02885, 2.65262, -3.50427], [-2.96211, 3.21026, 1.42226], [-1.86854, 1.88630, 1.71043], [-4.94370, 1.76226, 1.97434], [-3.76312, 1.66748, 3.29130], [-3.90438, 0.35806, 2.11752], [-6.61693, 2.24869, -3.11820], [-8.11365, 4.20282, -3.38214], [-8.19128, 5.94870, -1.62856], [-6.75455, 5.73195, 0.37794], [-5.25993, 3.78910, 0.62635], [0.26418, 2.68884, 5.90394], [1.03195, 3.25220, 4.15794], [0.86781, 2.16937, 2.51273], [2.82922, 3.58434, 4.38376], [3.77802, 2.90644, 3.62422], [5.13204, 3.15487, 3.82428], [5.54392, 4.07940, 4.77235], [4.59696, 4.75806, 5.53288], [3.24805, 4.50528, 5.34186], [0.42184, 4.94224, 3.75454], [-0.67782, 5.49439, 4.39622], [-1.16703, 6.73808, 4.01052], [-0.55278, 7.44164, 2.98560], [0.55337, 6.89547, 2.34260], [1.03222, 5.65208, 2.72135], [3.46211, 2.18386, 2.87610], [5.85764, 2.61860, 3.22438], [6.60055, 4.27021, 4.92470], [4.91284, 5.48052, 6.27723], [2.50570, 5.01698, 5.94474], [-1.13778, 4.93406, 5.20177], [-2.03015, 7.15719, 4.51535], [-0.93492, 8.40960, 2.68209], [1.03606, 7.43606, 1.53688], [1.87584, 5.21104, 2.20230], [-0.46106, -4.46909, -2.77292], [0.18715, -4.12835, -4.11187], [-0.60481, -4.75865, -5.25213], [1.63686, -4.60045, -4.15302], [0.08201, -2.71905, -4.34462], [0.97242, -1.57572, -3.59746], [0.15295, -0.32882, -3.69626], [1.42454, -2.08611, -2.27194], [2.29779, -1.49583, -4.51546], [2.41427, -0.88224, -5.80739], [2.39608, 0.63432, -5.67373], [1.30970, -1.34887, -6.74980], [3.77376, -1.35158, -6.31293], [-0.46526, -5.55110, -2.61593], [-1.49278, -4.10884, -2.76278], [0.08810, -3.98774, -1.96520], [-0.63849, -5.84512, -5.14269], [-0.14382, -4.51497, -6.21100], [-1.62498, -4.37118, -5.25198], [1.67689, -5.67768, -3.97247], [2.22576, -4.09186, -3.39081], [2.07629, -4.39257, -5.13079], [1.39962, 0.98702, -5.41746], [2.70101, 1.09165, -6.61903], [3.07776, 0.95333, -4.88469], [0.32843, -1.10244, -6.34484], [1.35796, -2.42894, -6.90113], [1.42635, -0.85211, -7.71645], [4.55856, -1.00377, -5.64031], [3.96710, -0.96220, -7.31505], [3.80343, -2.44218, -6.34448]], "lowdin_charge": [0.482, -0.337, 1.115, -0.351, -0.363, -0.678, -0.117, -0.361, 1.115, -0.331, -0.334, -0.377, 1.104, -0.350, -0.354, 0.028, -0.002, -0.076, 0.026, -0.005, -0.007, 0.064, 0.087, 0.085, 0.054, 0.075, 0.060, 0.076, 0.019, 0.017, 0.023, 0.013, 0.005, -0.005, 0.063, 0.038, 0.007, 0.001, 0.008, 0.010, 0.008, 0.018, -0.027, -0.314, -0.034, -0.118, -0.343, -0.070, -0.200, -0.283, 0.075, 0.079, 0.062, 0.023, 0.065, 0.052, 0.067, -0.173, -0.352, 0.884, -0.376, -0.182, -0.221, -0.375, 0.894, -0.340, -0.172, -0.358, -0.185, -0.239, -0.044, -0.101, -0.115, -0.093, -0.036, 0.065, 0.044, 0.060, 0.021, 0.039, 0.038, 0.051, 0.061, 0.062, 0.050, 0.057, 0.058, 0.064, 0.042, 0.066, 0.059, 0.064, 0.003, 0.054, 0.064, 0.045, 0.108, 0.094, 0.090, 0.098, 0.100, 0.109, -0.019, 0.252, -0.383, -0.098, -0.088, -0.117, -0.113, -0.113, -0.383, -0.118, -0.109, -0.120, -0.099, -0.098, 0.043, 0.097, 0.086, 0.087, 0.096, 0.052, 0.089, 0.087, 0.093, 0.104, -0.025, -0.635, -0.034, -0.028, -0.176, 0.240, -0.313, -0.462, -0.156, -0.632, -0.029, -0.035, -0.036, 0.085, 0.075, 0.058, 0.081, 0.076, 0.083, 0.085, 0.070, 0.078, 0.068, 0.084, 0.094, 0.080, 0.075, 0.084, 0.088, 0.080, 0.078], "lumo_ev": 3.40, "relative_energy_kcal_mol": 19.3, "charge": -2, "max_force_ha_per_bohr": 0.0174, "homo_ha": -0.067}